Density functional theory data (the ωB97M-V functional and the def2-TZVPD basis) for a molecular structure, C44H121CuN11O15S in a non-equilibrium geometry.

Geometry as ORCA input:
```
! RIJCOSX wB97M-V def2-TZVPD def2/J DEFGRID3
* xyz -1 1
Cu -0.09226 0.60863 0.12404
S -2.67031 -0.13961 -0.88577
O -1.98639 -0.61856 0.35470
O -4.00580 0.48198 -0.68022
O -1.77794 0.75482 -1.58673
O -2.83515 -1.27648 -1.79912
C 1.85295 1.60917 -4.14628
C 0.49218 1.79344 -3.38363
C -0.20312 3.17340 -3.64423
O 0.52953 4.23321 -2.98230
C -0.14435 5.48303 -3.22582
N -0.28276 0.62228 -3.78017
H 1.83110 1.89856 -5.19694
H 2.29594 0.62821 -4.31827
H 2.54728 2.36218 -3.77348
H 0.65755 1.61154 -2.32172
H -1.15320 3.00309 -3.13782
H -0.30364 3.39500 -4.70672
H -0.29814 5.77919 -4.26348
H 0.43096 6.29192 -2.77545
H -1.14018 5.56710 -2.79070
H 0.24430 -0.23929 -3.77814
H -1.04256 0.49946 -3.12616
C -4.45287 -3.87200 0.75028
C -3.02082 -4.37079 0.98636
C -2.81596 -5.84140 0.69629
O -3.55045 -6.61551 1.66078
C -2.83404 -7.83097 2.04524
N -2.13312 -3.58491 0.09908
H -5.15910 -4.38552 1.40268
H -4.71334 -3.85408 -0.30799
H -4.42650 -2.81815 1.02739
H -2.73991 -4.26960 2.03467
H -1.74625 -6.04960 0.71802
H -3.09737 -5.99679 -0.34523
H -2.22792 -8.25694 1.24569
H -3.53600 -8.59222 2.38559
H -2.17378 -7.63515 2.89011
H -2.09275 -2.59640 0.30236
H -2.47861 -3.57475 -0.84994
C 0.02782 5.14316 0.70910
C -0.93196 3.94813 0.58287
C -2.43668 4.34782 0.19545
O -2.92746 5.26711 1.19184
C -3.32476 4.81608 2.40189
N -0.44018 3.00878 -0.38833
H 1.03786 4.90685 1.04386
H -0.40600 5.81291 1.45162
H -0.00688 5.63716 -0.26192
H -0.93280 3.40320 1.52688
H -3.13012 3.52102 0.04175
H -2.46890 4.86015 -0.76611
H -4.09826 5.47524 2.79598
H -2.51688 4.91266 3.12723
H -3.69081 3.79329 2.31231
H -0.06506 3.49585 -1.18968
H -1.18330 2.49995 -0.84546
C 0.91916 6.71734 6.95355
C 0.59060 5.21195 7.15806
C 1.47341 4.38923 6.27692
O 0.99472 4.48228 4.93071
C 1.44307 3.38703 3.99447
N 0.84737 4.94703 8.61010
H 0.37302 7.31719 7.68156
H 0.68671 6.92396 5.90885
H 1.98150 6.92302 7.08481
H -0.47313 5.02969 7.00518
H 1.32915 3.36661 6.62557
H 2.50242 4.73666 6.36921
H 1.18380 2.34025 4.15295
H 2.52155 3.45867 3.85356
H 1.00272 3.60422 3.02131
H 1.75405 4.65357 8.94464
H 0.39823 4.06283 8.80132
C 4.99049 -3.28568 4.29060
C 3.55174 -3.67437 4.36981
C 2.89274 -3.58960 3.04544
O 1.42829 -3.76555 3.18005
C 0.66842 -4.46273 2.18936
N 3.34836 -5.03302 4.88137
H 5.46423 -4.02418 3.64385
H 5.39685 -3.32672 5.30118
H 5.16292 -2.30102 3.85606
H 2.95313 -3.14122 5.10840
H 3.18419 -4.32819 2.29869
H 3.03222 -2.64742 2.51542
H 0.42304 -3.79669 1.36216
H -0.14557 -5.03578 2.63336
H 1.27690 -5.28244 1.80738
H 2.43704 -4.90793 5.29845
H 3.05478 -5.57699 4.08262
C -4.56589 -2.46485 -5.19432
C -3.07082 -2.39820 -5.41585
C -2.71651 -1.92088 -6.80845
O -3.47977 -2.63459 -7.84302
C -3.04673 -3.98127 -8.06636
N -2.49453 -1.46672 -4.45354
H -4.78671 -3.45607 -5.59034
H -5.10207 -1.66624 -5.70700
H -4.96791 -2.57868 -4.18759
H -2.56295 -3.35445 -5.29039
H -1.64096 -2.07336 -6.89815
H -2.97802 -0.86273 -6.80465
H -2.09611 -3.98466 -8.59967
H -3.78118 -4.35362 -8.78053
H -3.09157 -4.60956 -7.17680
H -2.69125 -1.64520 -3.47910
H -1.49111 -1.55880 -4.52247
C 6.49650 -3.07542 0.59376
C 7.07691 -1.70166 0.28203
C 6.50350 -1.09695 -1.05487
O 5.10851 -0.85085 -1.10828
C 4.69787 -0.07917 -2.21738
N 7.04415 -0.79118 1.42709
H 5.51154 -2.99298 1.05327
H 7.09444 -3.68119 1.27465
H 6.32088 -3.66676 -0.30490
H 8.10362 -2.03269 0.12585
H 6.77359 -1.83912 -1.80610
H 7.07982 -0.21644 -1.33883
H 4.95847 0.97922 -2.21837
H 3.61262 -0.06887 -2.31855
H 5.06524 -0.40594 -3.19019
H 7.38188 0.13758 1.21868
H 6.08106 -0.57048 1.63648
C -5.12626 1.73671 -6.08120
C -4.23560 2.06510 -4.82593
C -4.88239 3.23437 -4.06019
O -4.89168 4.40878 -4.81712
C -5.14639 5.55210 -4.09444
N -4.01056 0.94497 -3.95639
H -6.17204 1.71636 -5.77450
H -4.86921 0.81833 -6.60902
H -4.98371 2.50936 -6.83670
H -3.22676 2.36478 -5.10972
H -4.32880 3.25979 -3.12158
H -5.86635 2.89033 -3.74151
H -5.41879 6.38796 -4.73882
H -4.31401 5.83502 -3.45007
H -5.96107 5.38123 -3.39075
H -3.70185 0.23852 -4.60888
H -3.09648 1.14473 -3.57607
C 2.90339 0.16150 1.69769
C 2.72596 1.58325 1.20506
C 4.04061 2.39701 1.40175
O 4.67634 2.16973 2.69905
C 5.72916 2.94211 3.15416
N 2.30968 1.58036 -0.16010
H 3.57052 -0.45658 1.09685
H 1.99232 -0.43265 1.76864
H 3.28841 0.15013 2.71736
H 1.83822 1.94528 1.72368
H 3.92210 3.45853 1.18447
H 4.73805 2.10853 0.61534
H 5.96462 2.80920 4.21009
H 5.71832 3.99993 2.89146
H 6.63170 2.64789 2.61848
H 2.47354 2.53855 -0.43420
H 2.96599 1.04111 -0.70652
C -1.22670 -2.30289 4.95972
C -1.87890 -1.36481 3.97123
C -2.03476 0.14328 4.40512
O -3.06135 0.45118 5.35424
C -2.87992 1.74420 5.84276
N -1.02158 -1.33519 2.80103
H -1.09210 -3.31040 4.56615
H -1.79875 -2.34732 5.88649
H -0.20739 -1.99016 5.18620
H -2.82698 -1.69948 3.55022
H -2.31731 0.74189 3.53914
H -1.05572 0.51785 4.70392
H -2.82991 2.56154 5.12335
H -1.94357 1.83716 6.39296
H -3.70634 1.89168 6.53801
H -1.53057 -1.14691 1.94922
H -0.58390 -2.22059 2.58985
C 2.12077 -3.01373 -0.81051
C 1.28043 -2.35962 -1.94455
C 0.73409 -3.39626 -2.96825
O 0.39716 -2.83025 -4.24148
C 0.16142 -3.78655 -5.31284
N 0.37039 -1.57125 -1.11947
H 2.45541 -2.30383 -0.05410
H 3.01624 -3.32733 -1.34705
H 1.63742 -3.89214 -0.38287
H 2.03997 -1.80160 -2.49209
H -0.18601 -3.81985 -2.56568
H 1.41420 -4.24346 -3.05672
H -0.57099 -4.51916 -4.97382
H 1.09985 -4.32157 -5.45847
H 0.04215 -3.33653 -6.29842
H -0.24358 -1.17872 -1.81880
H -0.27759 -2.23753 -0.72414
*
```

Largest force on an atom: 5.48 eV/Å
Lowest unoccupied orbital energy: 0.066 Ha
M: 1140.13 g mol⁻¹
HOMO-LUMO gap: 7.28 eV
Calculated total energy: -5518.34604 Eh

=====

Density functional theory data (the ωB97M-V functional and the def2-TZVPD basis) for 11 unconnected molecules or ions with the total composition C44H121N11O11 in a non-equilibrium geometry.

Geometry as ORCA input:
```
! RIJCOSX wB97M-V def2-TZVPD def2/J DEFGRID3
* xyz 0 1
C -2.78285 -5.56417 -8.41298
C -2.41597 -4.08105 -8.67587
C -2.02208 -3.47923 -7.21944
O -1.64075 -2.12634 -7.33406
C -1.81110 -1.43234 -6.12994
N -1.30209 -4.02714 -9.62740
H -2.78042 -6.13587 -9.34103
H -3.73718 -5.70135 -7.90453
H -2.01258 -6.08126 -7.84080
H -3.31566 -3.65577 -9.12062
H -1.17198 -4.02605 -6.81151
H -2.89007 -3.58440 -6.56857
H -1.65133 -0.37073 -6.31852
H -1.05898 -1.84538 -5.45777
H -2.83763 -1.53973 -5.77951
H -1.60595 -4.49327 -10.47030
H -1.44442 -3.07581 -9.93532
C 2.01782 4.59996 2.01477
C 0.88728 4.02878 2.91128
C 0.22870 5.10857 3.77721
O -0.65873 4.47158 4.69746
C -0.96733 5.36013 5.74494
N -0.03892 3.39511 2.00955
H 1.64497 5.47994 1.49063
H 2.41876 3.85042 1.33246
H 2.82581 4.96219 2.65040
H 1.41547 3.28531 3.50825
H -0.33592 5.76623 3.11631
H 1.00011 5.72638 4.23692
H -1.38713 6.28283 5.34434
H -0.18925 5.59278 6.47197
H -1.80748 4.99426 6.33518
H 0.24195 2.44071 1.83542
H -0.90419 3.33284 2.52680
C -3.67871 4.06428 2.59559
C -4.58786 3.93908 3.82161
C -3.96247 2.99500 4.87621
O -4.90988 2.77225 5.89141
C -4.56769 1.85885 6.96073
N -4.73335 5.24088 4.38220
H -2.68372 4.47392 2.76965
H -4.30100 4.59826 1.87745
H -3.53782 3.04588 2.23351
H -5.54647 3.57945 3.44766
H -2.98343 3.26414 5.27264
H -3.73959 2.03647 4.40754
H -3.70529 2.27908 7.47819
H -4.33767 0.88861 6.52046
H -5.43377 1.79301 7.61925
H -3.90713 5.49460 4.90477
H -5.48753 5.22421 5.05379
C 5.59980 0.22695 2.88424
C 4.03185 0.23930 2.96293
C 3.55797 1.51112 3.56334
O 4.12212 1.77284 4.85737
C 3.51077 2.91941 5.49655
N 3.49635 0.00411 1.60316
H 5.93799 0.98546 2.17826
H 5.86621 -0.71662 2.40802
H 6.03168 0.33272 3.87943
H 3.72984 -0.62465 3.55495
H 2.47450 1.41469 3.49334
H 3.76506 2.36302 2.91568
H 2.54203 2.57450 5.85808
H 3.54490 3.84995 4.92996
H 4.02353 3.16510 6.42651
H 4.00038 -0.77664 1.20757
H 3.73153 0.74197 0.95483
C -1.01105 0.41112 5.93410
C 0.44716 -0.08985 5.85010
C 0.67243 -1.08453 6.98727
O 0.76066 -0.53274 8.27304
C 1.14339 -1.33805 9.38180
N 0.63705 -0.93695 4.67340
H -1.29041 1.01796 5.07282
H -1.16399 0.97420 6.85477
H -1.72099 -0.41545 5.96361
H 1.13934 0.74021 5.99145
H 1.67628 -1.49608 6.88239
H -0.10224 -1.84799 7.05888
H 0.39527 -2.03180 9.76538
H 1.30772 -0.71101 10.25811
H 2.05901 -1.87091 9.12529
H 0.00132 -1.72161 4.65772
H 1.49724 -1.45094 4.79991
C 8.85984 -0.78277 -2.16242
C 8.45227 -1.77573 -3.26842
C 7.35541 -1.14277 -4.20072
O 6.16012 -0.88612 -3.48812
C 4.93645 -0.85247 -4.30270
N 9.64853 -1.90697 -4.07433
H 8.11204 -0.55214 -1.40367
H 9.15748 0.15049 -2.64046
H 9.69241 -1.20860 -1.60244
H 8.15404 -2.78814 -2.99606
H 7.16493 -1.75120 -5.08483
H 7.66205 -0.17198 -4.59012
H 5.20038 -0.18074 -5.11953
H 4.04564 -0.49363 -3.78716
H 4.80818 -1.81670 -4.79453
H 9.43468 -2.42685 -4.91343
H 9.76418 -1.00154 -4.50668
C 3.30863 -4.05813 -4.73582
C 2.12276 -4.11601 -5.75897
C 2.02554 -2.75036 -6.49665
O 1.72682 -1.69657 -5.59677
C 1.67055 -0.40942 -6.16075
N 2.42312 -5.20972 -6.68672
H 4.24318 -3.89210 -5.27168
H 3.39324 -4.93608 -4.09538
H 3.20158 -3.22495 -4.04123
H 1.10364 -4.25464 -5.39802
H 1.26705 -2.76605 -7.27931
H 2.96400 -2.45955 -6.96868
H 1.17192 -0.31874 -7.12576
H 2.68509 -0.05321 -6.33947
H 1.16669 0.38410 -5.60888
H 2.82991 -6.01407 -6.23105
H 1.50820 -5.44906 -7.04132
C -1.55240 0.09194 1.22525
C -0.08293 -0.07760 0.90597
C 0.22027 0.48838 -0.47901
O -0.28778 -0.30091 -1.47809
C 0.21798 -0.01299 -2.77947
N 0.71027 0.55322 1.89066
H -1.77795 -0.25955 2.23206
H -2.10819 -0.44807 0.45870
H -1.81510 1.14218 1.09841
H 0.13757 -1.14456 0.87328
H 1.30959 0.51851 -0.50313
H -0.08605 1.53124 -0.56086
H 0.12595 0.97599 -3.22840
H -0.17355 -0.69254 -3.53646
H 1.29767 -0.14374 -2.85221
H 1.70821 0.41712 1.81529
H 0.44550 0.10238 2.75481
C -0.20695 5.98740 -1.53748
C -1.54544 5.66126 -1.05121
C -2.14572 4.28613 -1.45475
O -3.45300 4.22318 -0.94356
C -4.11303 2.96132 -1.13799
N -1.43836 5.88827 0.37678
H -0.18915 6.17566 -2.61095
H 0.39786 5.11883 -1.27690
H 0.29892 6.79915 -1.01475
H -2.28221 6.40078 -1.36487
H -1.51658 3.53490 -0.97732
H -2.14132 4.21159 -2.54219
H -3.79207 2.20505 -0.42165
H -3.82747 2.44920 -2.05685
H -5.19027 3.12512 -1.10912
H -2.33140 5.65313 0.78581
H -0.76387 5.19152 0.65908
C -5.11426 -1.45444 4.79079
C -4.81100 -1.69740 3.34868
C -4.88915 -0.48786 2.34518
O -6.21862 -0.06557 2.31758
C -6.56746 1.01259 1.47605
N -3.52454 -2.28297 3.18937
H -4.33850 -0.91105 5.33025
H -5.12473 -2.41476 5.30631
H -6.00755 -0.83654 4.88210
H -5.59770 -2.34272 2.95783
H -4.68986 -0.82568 1.32819
H -4.12981 0.23832 2.63530
H -7.60865 1.01047 1.15355
H -5.96535 0.90317 0.57404
H -6.22218 1.96207 1.88516
H -3.46234 -3.07236 3.81633
H -3.18140 -2.59023 2.29051
C 0.24198 -3.74049 -1.95761
C -1.02909 -3.61547 -2.81382
C -1.56465 -5.08273 -3.08217
O -0.81067 -5.81641 -4.05609
C -1.39982 -7.02440 -4.48044
N -1.97036 -2.81551 -2.08508
H 1.00410 -4.35501 -2.43682
H 0.01567 -4.19537 -0.99326
H 0.62014 -2.75116 -1.70013
H -0.80777 -3.04962 -3.71877
H -2.52354 -5.05681 -3.59982
H -1.66430 -5.71979 -2.20336
H -1.41711 -7.71616 -3.63826
H -0.72921 -7.33568 -5.28136
H -2.41143 -6.92676 -4.87443
H -1.44816 -2.04981 -1.68370
H -2.34440 -3.29980 -1.28156
*
```

Largest force on an atom: 3.08 eV/Å
Lowest unoccupied orbital energy: 0.016 Ha
Energy relative to the best compared isomer or geometry (same formula, charge and spin): 393.13 kJ/mol
M: 980.52 g mol⁻¹
SMILES: COC[C@H](C)N.COC[C@H](C)N.COC[C@H](C)N.COC[C@H](C)N.COC[C@H](C)N.COC[C@H](C)N.COC[C@H](C)N.COC[C@H](C)N.COC[C@H](C)N.COC[C@H](C)N.COC[C@H](C)N
HOMO-LUMO gap: 8.75 eV
Calculated total energy: -3178.63852 Eh

=====

> What is the formula in the second record?

C44H121N11O11

=====

> What is the formula in the second record?

C44H121N11O11

=====

> The lowest lowest unoccupied orbital energy belongs to which entry?

C44H121N11O11

=====

> The highest HOMO-LUMO gap belongs to which entry?

C44H121N11O11